Below is a molecular structure, C25H18BCl3F9IN4O3STeTi, with properties calculated with ωB97M-V/def2-TZVPD.

Last column: Mulliken charge in e.
Cartesian coordinates (Å):
Ti 0.211589 1.399201 0.502462  -0.03
C 0.271001 0.883971 4.548913  -1.22
C -0.411927 -0.288442 3.944030  0.40
N -1.401931 -0.869415 4.586585  -0.58
C -2.050988 -1.869301 3.977389  -0.86
C -1.733821 -2.416821 2.724812  1.14
C -2.537224 -3.569625 2.183244  -1.24
O -1.866921 -4.820441 2.318052  -0.58
C -0.649896 -1.901927 2.051993  1.47
C -0.123390 -2.487749 0.815225  -0.59
N 1.122865 -2.397839 0.599817  -0.10
C 1.760320 -2.912432 -0.535013  0.65
C 1.114199 -3.578814 -1.577924  -0.59
C 1.818935 -4.010286 -2.683453  -0.86
C 3.185541 -3.780809 -2.768009  -0.53
C 3.847769 -3.133616 -1.738531  -0.41
C 3.140893 -2.709283 -0.624487  0.04
I 4.175637 -1.754010 0.909541  0.09
C -0.026567 -0.722217 2.603688  -0.07
O 0.744290 -0.001788 1.924497  -0.71
H 0.273374 0.781357 5.632278  0.50
H -0.280404 1.789140 4.280202  0.13
H 1.277606 1.005372 4.155408  0.27
H -2.877118 -2.299153 4.534306  0.36
H -2.815019 -3.362455 1.147519  0.26
H -3.460503 -3.663700 2.752453  0.48
H -1.024075 -4.772765 1.854317  0.43
H -0.836343 -2.989208 0.157983  0.69
H 0.045088 -3.728923 -1.537496  0.36
H 1.297748 -4.505145 -3.492530  0.38
H 3.738491 -4.096318 -3.643408  0.36
H 4.909485 -2.942441 -1.804115  0.37
S 3.461919 4.641888 -0.109760  -0.35
C 4.184440 3.535059 0.979517  -0.52
C 3.380040 2.462663 1.229713  -0.50
C 2.129641 2.495787 0.540794  -0.12
C 2.058239 3.632969 -0.215624  0.50
C 0.889426 3.927705 -1.021260  0.88
C 0.748199 5.018736 -1.873815  -1.06
C -0.422134 5.165018 -2.590971  -0.48
C -1.438299 4.230524 -2.449834  -1.05
C -1.239570 3.172930 -1.585042  -0.44
N -0.108002 3.028427 -0.893095  1.23
H 5.172076 3.729964 1.368609  0.47
H 3.687139 1.653596 1.880490  0.36
H 1.556723 5.730454 -1.969479  0.39
H -0.543766 6.008092 -3.259924  0.40
H -2.372441 4.316226 -2.985741  0.48
H -1.994415 2.417630 -1.416195  0.54
F -0.303446 2.427161 1.901904  -0.37
Te -3.106060 1.022829 1.272400  1.30
F -3.537475 -0.901086 1.014366  -0.54
F -3.891443 1.121152 -0.434165  -0.43
F -4.927467 1.287321 1.881367  -0.48
F -2.994077 2.939893 0.987244  -0.54
O -1.400854 0.743034 0.101312  -0.24
F 1.429462 -0.743355 -3.002426  -0.31
B 1.858396 0.359073 -2.300690  0.25
F 1.075984 0.316182 -0.976172  0.44
F 3.185889 0.294147 -1.954732  -0.35
F 1.505809 1.550406 -2.898533  -0.34
Cl -5.003702 -1.050228 -2.596629  -0.07
C -3.446871 -0.846523 -3.386582  0.79
Cl -3.394624 -1.833528 -4.872623  -0.14
Cl -3.162125 0.851610 -3.794964  -0.08
C -2.370178 -1.302756 -2.509558  -0.47
N -1.505139 -1.677120 -1.859651  -0.16

Forces on the atoms, in the same order (eV/Å):
-0.3007 0.2511 0.0642
-0.0105 0.0076 -0.0003
0.0042 -0.0273 0.0261
0.0196 0.0044 0.0048
-0.0086 -0.0329 0.0013
0.0497 0.0164 -0.0023
-0.0070 0.0000 -0.0005
0.0088 0.0138 0.0208
-0.0672 -0.0071 0.0856
-0.0185 -0.0131 -0.0774
0.0088 -0.0001 0.1149
0.0211 -0.0041 -0.0266
0.0021 -0.0104 0.0036
0.0032 -0.0047 0.0066
-0.0070 -0.0036 -0.0006
-0.0024 0.0125 0.0078
-0.0331 -0.0198 -0.0514
0.0008 0.0291 -0.0092
-0.0440 -0.0510 -0.1520
0.1709 0.0191 0.0691
-0.0125 0.0084 -0.0043
0.0097 0.0067 -0.0254
0.0130 -0.0160 0.0148
0.0004 0.0103 0.0058
0.0106 -0.0029 -0.0097
-0.0057 0.0053 -0.0140
-0.0035 -0.0007 -0.0197
0.0088 0.0319 -0.0039
-0.0070 0.0195 -0.0070
0.0016 0.0046 0.0014
0.0004 -0.0005 -0.0004
0.0022 0.0001 -0.0025
0.0201 -0.0103 -0.0033
-0.0199 -0.0065 -0.0131
0.0245 -0.0533 -0.0078
-0.0272 0.0484 -0.0839
0.0267 -0.0033 -0.0302
-0.0052 -0.0005 -0.0375
-0.0073 -0.0032 -0.0026
-0.0046 0.0070 -0.0044
0.0076 -0.0167 0.0018
-0.0101 0.0017 0.0141
0.0217 -0.0748 0.0836
0.0011 0.0033 -0.0024
-0.0050 0.0055 0.0062
0.0071 -0.0075 0.0031
0.0005 -0.0006 -0.0019
0.0003 0.0067 -0.0033
0.0008 0.0209 -0.0205
-0.0407 -0.2676 -0.1646
0.1124 -0.0364 -0.1712
0.0214 -0.0123 0.0003
-0.0639 -0.0696 -0.1139
-0.0897 -0.0354 -0.0206
0.0040 0.0450 -0.0297
0.3108 0.2504 0.4143
-0.0093 -0.0033 -0.0094
-0.0072 0.0433 0.0200
-0.0529 -0.0735 0.0679
0.0050 -0.0042 0.0230
-0.0020 -0.0076 -0.0060
-0.0237 0.0068 0.0837
0.1008 0.1113 -0.0651
0.0084 0.0178 0.0063
-0.0298 -0.0385 0.0094
-0.0137 0.0210 0.0056
-0.0697 -0.1103 0.0326

Results
E_LUMO (spin up / spin down)   1.5 / -0.9 eV
M   1045.03 g mol⁻¹
2S+1   2
Kohn-Sham gap (spin up / spin down)   7.20 / 4.78 eV
Total charge   -1
Energy   -5526.28284 Ha
Relative energy (zero: lowest compared OMol25 entry of this formula, charge and spin)   287.0 kJ/mol
HOMO (spin up / spin down)   -5.71 / -5.71 eV